Record 1
An isolated molecule of C2HN5O in a non-equilibrium geometry, computed with ωB97M-V/def2-TZVPD.

Computed properties:
E_HOMO = -9.54 eV
LUMO energy = -1.40 eV
SMILES = O=c1ncnnnn1
DFT total energy = -425.676397 Ha
charge = 0
relative energy (zero: lowest compared OMol25 entry of this formula, charge and spin) = 63.7 kcal/mol
gap between HOMO and LUMO = 0.299 Eh

Geometry (Å):
C (-0.33, 1.11, 0.61)
C (-0.80, -0.78, -0.60)
H (-1.51, -1.44, -1.19)
N (-1.16, 0.45, -0.40)
N (0.30, -1.50, -0.03)
N (1.36, -0.98, 0.19)
N (1.75, 0.35, -0.30)
N (1.05, 1.28, 0.05)
O (-0.66, 1.50, 1.67)

=====

Record 2
An isolated molecule of C2HN5O2 in a non-equilibrium geometry, computed with ωB97M-V/def2-TZVPD.

Computed properties:
E_HOMO = -11.33 eV
LUMO energy = -2.11 eV
SMILES = N#CNN(C#N)[N+](=O)[O-]
DFT total energy = -500.817475 Ha
charge = 0
relative energy (zero: lowest compared OMol25 entry of this formula, charge and spin) = 98.3 kcal/mol
gap between HOMO and LUMO = 0.339 Eh

Geometry (Å):
C (0.24, 0.69, 1.96)
C (-1.30, -0.97, -0.27)
N (-0.33, 1.21, 2.83)
N (-2.31, -1.54, -0.15)
N (0.78, -0.09, 1.04)
N (-0.27, -0.21, -0.36)
N (0.38, 0.16, -1.55)
O (-0.35, 0.12, -2.52)
O (1.52, 0.56, -1.42)
H (1.63, 0.06, 0.46)

=====

Record 3
A cluster of 2 separate species, C2HNO2 in total in a non-equilibrium geometry, computed with ωB97M-V/def2-TZVPD.

Computed properties:
E_HOMO = -11.38 eV
LUMO energy = 0.06 eV
DFT total energy = -282.002485 Ha
charge = 0
relative energy (zero: lowest compared OMol25 entry of this formula, charge and spin) = 33.0 kcal/mol
gap between HOMO and LUMO = 0.420 Eh

Geometry (Å):
C (-1.35, 0.94, -0.25)
C (2.51, -1.48, 0.17)
N (-1.53, 2.08, -0.44)
O (3.22, -0.59, 0.16)
O (-1.04, -0.30, -0.06)
H (-1.82, -0.65, 0.42)

=====

Record 4
A cluster of 2 separate species, C2HNO2 in total in a non-equilibrium geometry, computed with ωB97M-V/def2-TZVPD.

Computed properties:
E_HOMO = -11.75 eV
LUMO energy = 0.83 eV
SMILES = O=C=O.C#N
DFT total energy = -282.031949 Ha
charge = 0
relative energy (zero: lowest compared OMol25 entry of this formula, charge and spin) = 14.5 kcal/mol
gap between HOMO and LUMO = 0.462 Eh

Geometry (Å):
C (1.16, 0.86, 1.56)
C (-1.05, -0.96, -1.57)
N (0.46, 0.59, 0.70)
O (-1.60, -0.83, -2.56)
O (-0.50, -1.00, -0.55)
H (1.51, 1.33, 2.43)

=====

Record 5
An isolated molecule of C2HNO2S in a non-equilibrium geometry, computed with ωB97M-V/def2-TZVPD.

Computed properties:
E_HOMO (spin up / spin down) = -8.28 / -8.28 eV
LUMO energy (spin up / spin down) = -0.99 / -0.99 eV
DFT total energy = -680.131268 Ha
charge = 0
relative energy (zero: lowest compared OMol25 entry of this formula, charge and spin) = 80.8 kcal/mol
gap between HOMO and LUMO (spin up / spin down) = 0.268 / 0.268 Eh

Geometry (Å):
C (-0.41, -0.35, 0.38)
C (0.14, 0.73, 2.55)
N (0.08, 0.19, 1.49)
O (-1.20, -1.26, 0.11)
O (0.18, 1.30, 3.54)
S (-1.88, -2.48, 1.07)
H (-0.18, 0.14, -0.46)

=====

Record 6
An isolated molecule of C2HNO2S2 in a non-equilibrium geometry, computed with ωB97M-V/def2-TZVPD.

Computed properties:
E_HOMO = -9.33 eV
LUMO energy = 0.30 eV
SMILES = S=c1onc(S)o1
DFT total energy = -1078.358587 Ha
charge = 0
relative energy (zero: lowest compared OMol25 entry of this formula, charge and spin) = 32.2 kcal/mol
gap between HOMO and LUMO = 0.354 Eh

Geometry (Å):
C (0.67, -0.09, 0.00)
C (-1.50, -0.18, -0.04)
H (2.78, 0.46, 0.10)
N (0.30, 1.14, -0.01)
O (-1.07, 1.11, -0.02)
O (-0.40, -0.94, 0.00)
S (2.26, -0.77, -0.03)
S (-3.04, -0.72, -0.01)

=====

Record 7
A cluster of 2 separate species, C2HNO3S in total in a non-equilibrium geometry, computed with ωB97M-V/def2-TZVPD.

Computed properties:
E_HOMO = -9.23 eV
LUMO energy = 0.32 eV
SMILES = O=C=NS.O=C=O
DFT total energy = -755.476262 Ha
charge = 0
relative energy (zero: lowest compared OMol25 entry of this formula, charge and spin) = 7.5 kcal/mol
gap between HOMO and LUMO = 0.351 Eh

Geometry (Å):
C (0.45, -1.56, -0.39)
C (0.93, 1.46, 0.03)
N (-0.43, -0.82, 0.03)
O (1.44, -2.08, -0.76)
O (-0.05, 1.71, -0.48)
O (1.95, 1.27, 0.55)
S (-1.97, -0.69, 0.53)
H (-2.32, 0.70, 0.50)

=====

Record 8
An isolated molecule of C2HNO4 in a non-equilibrium geometry, computed with ωB97M-V/def2-TZVPD.

Computed properties:
E_HOMO = -10.49 eV
LUMO energy = -1.52 eV
SMILES = O=CC(=O)[N+](=O)[O-]
DFT total energy = -432.363717 Ha
charge = 0
relative energy (zero: lowest compared OMol25 entry of this formula, charge and spin) = 93.7 kcal/mol
gap between HOMO and LUMO = 0.330 Eh

Geometry (Å):
C (-1.31, 0.13, -0.21)
C (0.11, 0.75, -0.05)
N (1.14, -0.55, 0.08)
O (-1.67, -0.60, -1.07)
O (1.07, -1.47, -0.65)
O (1.88, -0.42, 1.01)
O (0.50, 1.83, 0.20)
H (-1.73, 0.32, 0.68)